(1)
Molecular formula: C4H6P2
Method: DFT, wB97M-V/def2-TZVPD

Positions of all 12 atoms, in Å:
C 2.165 -1.375 -1.283
C 1.631 -1.012 -0.065
C 0.049 0.172 0.937
C -0.755 -0.012 1.932
P -0.962 1.610 0.921
P -2.294 1.312 -0.763
H 2.540 -2.351 -1.559
H 1.767 -1.743 0.686
H 2.104 -0.740 -2.158
H -1.071 -0.615 2.752
H -1.896 2.733 -1.242
H -3.277 2.022 -0.159

Summary:
E_tot (eV): -22815.4763
HOMO level (eV): -8.38
Total charge: 0
Relative energy (zero: lowest compared OMol25 entry of this formula, charge and spin) (eV): 5.520
LUMO (Ha): -0.013

Results of the natural (NBO) charge analysis, in e, for atoms 1 through 2: -0.46 -0.12


(2)
Molecular formula: C4H6P2
Method: DFT, wB97M-V/def2-TZVPD

Positions of all 12 atoms, in Å:
C 1.262 -0.186 -0.227
C 1.336 0.986 0.518
C -0.147 -0.259 -0.207
C -0.131 0.884 0.863
P -1.393 -2.686 1.396
P -1.048 -1.738 -0.351
H 1.988 -0.641 -0.896
H 2.047 1.735 0.721
H -0.425 0.349 1.675
H -0.667 1.908 0.701
H -2.078 -1.358 -1.379
H -0.179 -2.260 -1.200

Summary:
E_tot (eV): -22815.9234
HOMO level (alpha / beta) (eV): -7.34 / -7.41
Total charge: 0
Relative energy (zero: lowest compared OMol25 entry of this formula, charge and spin) (eV): 5.073
LUMO (alpha / beta) (Ha): -0.075 / -0.075

Results of the natural (NBO) charge analysis, in e, for atoms 1 through 2: -0.26 -0.08


(3)
Molecular formula: C4H6P2
Method: DFT, wB97M-V/def2-TZVPD

Positions of all 12 atoms, in Å:
C -0.385 -0.879 0.158
C -1.675 -1.326 0.185
C -0.191 0.525 -0.006
C 1.152 1.168 -0.206
P -2.985 -0.288 -0.040
P -1.665 1.477 -0.376
H 0.481 -1.643 0.275
H -1.879 -2.340 0.531
H 2.058 0.427 -0.155
H 1.258 2.016 0.475
H 1.291 1.661 -1.120
H -3.002 0.407 1.124

Summary:
E_tot (eV): -22820.6345
HOMO level (eV): -8.37
Total charge: 0
Relative energy (zero: lowest compared OMol25 entry of this formula, charge and spin) (eV): 0.362
LUMO (Ha): -0.014
Structure (SMILES): CC1=P#[PH]C=C1

Results of the natural (NBO) charge analysis, in e, for atoms 1 through 2: -0.21 -0.57


(4)
Molecular formula: C4H6S
Method: DFT, wB97M-V/def2-TZVPD

Positions of all 11 atoms, in Å:
C -0.307 1.507 0.561
C -0.605 0.379 0.867
C 1.475 0.219 -1.496
C -1.137 -0.960 0.968
S 1.898 -0.652 -2.814
H 0.069 2.483 0.874
H 0.900 1.133 -1.422
H 1.688 -0.293 -0.443
H -1.681 -1.076 1.948
H -0.393 -1.783 0.787
H -1.907 -0.957 0.172

Summary:
E_tot (eV): -15076.7778
HOMO level (eV): -8.69
Total charge: 0
Relative energy (zero: lowest compared OMol25 entry of this formula, charge and spin) (eV): 3.015
LUMO (Ha): -0.010
Structure (SMILES): C#CC.C=S

Results of the natural (NBO) charge analysis, in e, for atoms 1 through 2: -0.31 0.03


(5)
Molecular formula: C4H6S
Method: DFT, wB97M-V/def2-TZVPD

Positions of all 11 atoms, in Å:
C 1.338 -0.597 -0.267
C -0.969 1.186 -0.544
C -0.909 0.041 0.651
C 0.287 -0.663 0.880
H 1.757 -1.601 -0.634
H 2.320 -0.157 -0.455
H -1.935 0.885 -1.244
H -0.936 2.294 -0.344
H -1.476 -0.042 1.748
H 0.252 -1.357 1.791
S 0.271 0.011 -1.582

Summary:
E_tot (eV): -15076.6640
HOMO level (eV): -8.42
Total charge: 0
Relative energy (zero: lowest compared OMol25 entry of this formula, charge and spin) (eV): 3.129
LUMO (Ha): 0.035
Structure (SMILES): C1=CCSC1

Results of the natural (NBO) charge analysis, in e, for atoms 1 through 2: -0.63 -0.52


(6)
Molecular formula: C4H6S
Method: DFT, wB97M-V/def2-TZVPD

Positions of all 11 atoms, in Å:
C 0.598 -0.325 -0.074
C -0.443 0.250 -0.297
C 1.918 -0.920 0.192
C -1.699 0.867 -0.718
S -1.200 0.260 2.676
H 2.257 -0.434 1.127
H 2.420 -0.741 -0.872
H 1.859 -2.034 0.276
H -1.461 1.447 -1.644
H -1.857 1.632 0.033
H -2.392 -0.004 -0.697

Summary:
E_tot (eV): -15075.2644
HOMO level (alpha / beta) (eV): -9.37 / -9.36
Total charge: 0
Relative energy (zero: lowest compared OMol25 entry of this formula, charge and spin) (eV): 4.528
LUMO (alpha / beta) (Ha): -0.083 / -0.083

Results of the natural (NBO) charge analysis, in e, for atoms 1 through 2: 0.00 -0.03


(7)
Molecular formula: C4H6S2
Method: DFT, wB97M-V/def2-TZVPD

Positions of all 12 atoms, in Å:
C -1.534 3.862 -2.246
C -1.150 0.724 0.206
C 0.288 -1.365 0.818
C 0.147 0.155 0.436
S -1.272 5.363 -1.704
S -1.915 1.889 -0.612
H -1.439 3.519 -3.199
H 0.575 -1.429 1.854
H 0.993 -1.815 0.220
H -0.707 -1.765 0.642
H 0.432 0.811 1.203
H 0.751 0.215 -0.455

Summary:
E_tot (eV): -25910.2144
HOMO level (alpha / beta) (eV): -7.60 / -7.22
Total charge: 0
Relative energy (zero: lowest compared OMol25 entry of this formula, charge and spin) (eV): 5.077
LUMO (alpha / beta) (Ha): -0.023 / -0.011

Results of the natural (NBO) charge analysis, in e, for atoms 1 through 2: -0.36 -0.09


(8)
Molecular formula: C4H6S2
Method: DFT, wB97M-V/def2-TZVPD

Positions of all 12 atoms, in Å:
C 0.752 0.970 0.399
C 0.478 -0.413 0.119
C 1.396 -1.079 -0.566
C -2.185 -0.168 -0.043
H -0.203 1.641 0.251
H 1.633 1.341 -0.156
H 1.093 1.209 1.377
H 1.161 -2.208 -0.543
H 2.303 -0.773 -1.072
H -1.621 0.641 -0.661
S -0.967 -0.914 0.941
S -3.840 -0.248 -0.045

Summary:
E_tot (eV): -25913.4762
HOMO level (eV): -8.76
Total charge: 0
Relative energy (zero: lowest compared OMol25 entry of this formula, charge and spin) (eV): 1.815
LUMO (Ha): -0.013
Structure (SMILES): C=C(C)SC=S

Results of the natural (NBO) charge analysis, in e, for atoms 1 through 2: -0.65 -0.22


(9)
Molecular formula: C4H6S2Si
Method: DFT, wB97M-V/def2-TZVPD

Positions of all 13 atoms, in Å:
C 0.919 1.421 -0.859
C 0.019 0.373 -1.264
C 1.156 1.779 0.440
C -0.432 -0.661 -0.608
Si -1.340 -1.992 0.412
S 1.108 0.843 1.878
S 1.675 -1.021 1.161
H 1.158 2.278 -1.605
H -0.524 0.707 -2.141
H 1.349 2.758 0.584
H -0.749 -3.339 1.010
H -2.447 -2.278 -0.396
H -1.892 -0.868 1.387

Summary:
E_tot (eV): -33788.3278
HOMO level (alpha / beta) (eV): -7.87 / -7.94
Total charge: 0
Relative energy (zero: lowest compared OMol25 entry of this formula, charge and spin) (eV): 2.804
LUMO (alpha / beta) (Ha): -0.053 / -0.040

Results of the natural (NBO) charge analysis, in e, for atoms 1 through 2: -0.28 -0.39


(10)
Molecular formula: C4H6S3
Method: DFT, wB97M-V/def2-TZVPD

Positions of all 13 atoms, in Å:
C -0.311 -1.199 1.289
C 0.344 -2.435 0.765
C -0.330 2.132 -0.579
C -0.067 1.011 0.334
H 0.378 -0.676 1.968
H -1.190 -1.470 1.881
H -0.610 -0.534 0.482
H 0.663 -3.145 1.536
H -1.212 2.730 -0.338
H 0.815 0.414 0.094
S 0.606 -2.791 -0.786
S 0.604 2.472 -1.852
S -1.001 0.671 1.607

Summary:
E_tot (eV): -36743.4765
HOMO level (eV): -7.79
Total charge: 0
Relative energy (zero: lowest compared OMol25 entry of this formula, charge and spin) (eV): 6.782
LUMO (Ha): -0.076

Results of the natural (NBO) charge analysis, in e, for atoms 1 through 2: -0.80 -0.24


(11)
Molecular formula: C4H6S3
Method: DFT, wB97M-V/def2-TZVPD

Positions of all 13 atoms, in Å:
C -1.729 0.277 -0.435
C -0.761 1.007 0.510
C 0.672 0.604 0.558
C 1.249 -0.389 -0.394
H -1.044 -1.961 0.125
H -2.591 0.888 -0.624
H -1.316 0.122 -1.400
H -1.169 1.156 1.518
H 1.109 0.483 1.540
H 0.651 -0.326 -1.389
S -2.275 -1.401 0.079
S 0.379 2.267 -0.153
S 2.383 -1.451 -0.001

Summary:
E_tot (eV): -36749.5476
HOMO level (eV): -9.09
Total charge: 0
Relative energy (zero: lowest compared OMol25 entry of this formula, charge and spin) (eV): 0.711
LUMO (Ha): -0.025
Structure (SMILES): S=C[C@H]1S[C@H]1CS

Results of the natural (NBO) charge analysis, in e, for atoms 1 through 2: -0.53 -0.29


(12)
Molecular formula: C4H7B3BeBr7ClMg2N3O4S
Method: DFT, wB97M-V/def2-TZVPD

Positions of all 33 atoms, in Å:
N -0.566 -0.078 2.240
B -0.299 -0.136 0.794
O -1.434 -0.017 -0.056
B -1.187 -0.929 -1.102
Cl -2.155 -2.377 -1.430
O -0.076 -0.631 -1.944
B 1.032 -0.703 -1.088
N 2.318 -1.117 -1.616
C 2.753 -0.161 -2.194
S 3.122 1.238 -3.020
O 1.024 -0.356 0.256
H -1.058 0.812 2.377
H -1.305 -0.781 2.362
Be 2.887 -0.567 0.760
Br 4.950 -0.472 -0.762
C -5.765 -3.202 -1.832
C -6.920 -3.776 -2.543
N -7.808 -4.217 -3.089
H -5.879 -2.122 -1.751
H -5.696 -3.629 -0.833
H -4.849 -3.423 -2.378
C 1.985 2.995 3.232
Br 2.485 1.149 2.806
Br 3.205 3.829 4.481
Br 1.768 4.009 1.605
H 1.016 2.956 3.718
Br 3.545 1.631 6.086
Mg 1.233 -0.267 -4.347
Br 1.673 -3.292 -3.131
Br 3.349 4.131 7.271
O 1.597 5.475 -0.901
H 0.766 5.763 -0.505
Mg 4.289 -1.735 -3.464

Summary:
E_tot (eV): -543888.3184
HOMO level (eV): -8.87
Total charge: +1
LUMO (Ha): -0.241

Results of the natural (NBO) charge analysis, in e, for atoms 1 through 2: -1.13 1.29


(13)
Molecular formula: C4H7BN2O
Method: DFT, wB97M-V/def2-TZVPD

Positions of all 15 atoms, in Å:
B 1.798 -1.251 -0.043
C -0.864 -1.929 0.074
C -2.098 -1.385 -0.186
C 0.269 -1.341 -0.139
C -0.475 1.689 -0.524
N -2.032 -0.100 -0.484
N -0.920 0.377 -0.737
O 2.471 -0.172 -0.448
H 2.335 -2.182 0.320
H -0.973 -2.869 0.509
H -3.040 -1.747 0.056
H 0.612 1.809 -0.971
H -1.080 2.441 -0.895
H -0.368 1.819 0.490
H 3.447 0.055 -0.428

Summary:
E_tot (eV): -9962.1232
HOMO level (eV): -7.80
Total charge: 0
Relative energy (zero: lowest compared OMol25 entry of this formula, charge and spin) (eV): 3.997
LUMO (Ha): 0.011

Results of the natural (NBO) charge analysis, in e, for atoms 1 through 2: 0.68 -0.28


(14)
Molecular formula: C4H7BN2O
Method: DFT, wB97M-V/def2-TZVPD

Positions of all 15 atoms, in Å:
B 1.128 0.343 0.192
C -1.388 -0.970 0.633
C -1.370 1.030 -0.498
C -0.406 0.257 0.047
C 2.046 -0.906 -0.193
N -2.599 -0.676 0.332
N -2.609 0.477 -0.339
O 1.629 1.523 0.594
H -1.072 -1.811 1.207
H -1.273 1.959 -1.027
H 1.547 -1.850 -0.006
H 3.006 -0.922 0.323
H 2.256 -0.878 -1.264
H -3.473 0.839 -0.706
H 2.579 1.584 0.705

Summary:
E_tot (eV): -9966.1200
HOMO level (eV): -8.94
Total charge: 0
Relative energy (zero: lowest compared OMol25 entry of this formula, charge and spin) (eV): 0.000
LUMO (Ha): 0.020
Structure (SMILES): CB(O)c1cn[nH]c1

Results of the natural (NBO) charge analysis, in e, for atoms 1 through 2: 0.94 0.00


(15)
Molecular formula: C4H7BeO4
Method: DFT, wB97M-V/def2-TZVPD

Positions of all 16 atoms, in Å:
O 0.889 -1.058 1.666
C 0.154 -1.646 0.794
O -0.968 -0.925 0.611
Be -1.455 -2.040 1.628
O -0.033 -2.778 0.349
C 1.294 0.807 0.726
H 2.072 0.354 0.096
H 1.098 1.887 0.786
H 1.716 0.918 1.735
C -0.538 0.034 -1.171
C -0.039 1.310 -0.781
O -1.765 -0.178 -1.732
H 0.171 -0.597 -1.718
H -0.787 1.932 -0.272
H 0.646 1.741 -1.516
H -2.454 0.240 -1.202

Summary:
E_tot (eV): -12844.0762
HOMO level (alpha / beta) (eV): -7.01 / -8.34
Total charge: 0
LUMO (alpha / beta) (Ha): -0.043 / -0.041
Spin multiplicity: 2

Results of the natural (NBO) charge analysis, in e, for atoms 1 through 2: -0.64 0.77


(16)
Molecular formula: C4H7BrN2P
Method: DFT, wB97M-V/def2-TZVPD

Positions of all 15 atoms, in Å:
C 1.650 -1.452 0.692
C 2.262 -0.285 0.219
C 0.139 0.464 0.208
C -2.344 0.696 -1.004
N 1.337 0.718 -0.065
N 0.347 -1.213 0.826
P -1.346 1.357 0.442
Br 4.050 -0.156 -0.414
H 2.193 -2.338 0.954
H -1.864 -0.184 -1.421
H -2.507 1.519 -1.765
H -3.242 0.335 -0.654
H 1.602 1.681 -0.390
H -0.494 -1.607 0.954
H -1.784 0.466 1.417

Summary:
E_tot (eV): -86563.4701
HOMO level (eV): -12.92
Total charge: +1
Relative energy (zero: lowest compared OMol25 entry of this formula, charge and spin) (eV): 2.756
LUMO (Ha): -0.164
Structure (SMILES): CPc1[nH]c(Br)c[nH+]1

Results of the natural (NBO) charge analysis, in e, for atoms 1 through 2: 0.03 -0.04


(17)
Molecular formula: C4H7BrN3O
Method: DFT, wB97M-V/def2-TZVPD

Positions of all 16 atoms, in Å:
C -1.394 -0.673 -0.035
C 1.000 -1.088 0.230
C 1.594 0.253 -0.097
C -0.680 1.759 0.020
N -0.291 -1.417 0.049
N -1.568 0.706 -0.045
N 0.777 1.451 0.038
O 1.856 -2.137 0.011
Br 3.264 0.469 0.978
H -2.233 -1.262 -0.085
H 1.992 0.112 -1.094
H -1.112 2.687 0.185
H -0.484 -2.446 0.182
H -2.533 0.951 -0.405
H 2.825 -1.877 0.115
H 1.394 2.186 0.047

Summary:
E_tot (eV): -80812.0009
HOMO level (alpha / beta) (eV): -11.33 / -11.47
Total charge: +1
Relative energy (zero: lowest compared OMol25 entry of this formula, charge and spin) (eV): 2.363
LUMO (alpha / beta) (Ha): -0.165 / -0.163

Results of the natural (NBO) charge analysis, in e, for atoms 1 through 2: 0.07 0.42